# 1
The following is a quantum chemistry calculation of a cluster of 5 separate species, C20H44Cl12N4O4P3 in total at a distorted geometry, from the Open Molecules 2025 dataset.

XYZ file:
```
87
C20H44Cl12N4O4P3 | the Open Molecules 2025 dataset | ωB97M-V/def2-TZVPD
C 2.425 4.083 3.874
C 2.252 4.011 2.346
P 0.889 2.910 1.796
C 0.631 3.507 0.080
N 1.711 1.340 1.476
C 1.146 0.441 0.687
N -0.135 0.595 0.259
C -1.253 0.765 1.201
C -1.173 -0.086 2.469
C -1.762 0.655 3.661
O -3.079 1.019 3.330
C -3.636 1.992 4.197
C -0.481 0.472 -1.165
C -1.466 -0.620 -1.639
C -2.369 0.066 -2.682
C -0.804 -1.848 -2.282
N 1.900 -0.688 0.365
C 1.162 -1.976 0.514
C 1.900 -3.189 -0.047
C 1.226 -4.470 0.437
O 2.153 -5.514 0.331
C 1.651 -6.733 0.850
P 2.917 -0.550 -1.020
O 4.269 -1.108 -0.866
P 3.281 1.098 2.436
N 4.325 0.983 1.120
O 3.164 -0.470 2.841
H 3.386 3.675 4.179
H 1.624 3.567 4.403
H 2.414 5.126 4.197
H 3.194 3.811 1.832
H 1.910 4.980 1.967
H 0.910 4.558 0.018
H 1.179 2.929 -0.666
H -0.433 3.425 -0.150
H -2.161 0.529 0.649
H -1.371 1.813 1.503
H -0.143 -0.349 2.726
H -1.729 -1.018 2.339
H -1.744 0.005 4.546
H -1.155 1.543 3.889
H -3.340 2.998 3.883
H -3.308 1.835 5.230
H -4.718 1.893 4.154
H 0.436 0.411 -1.759
H -0.923 1.440 -1.427
H -2.106 -0.954 -0.817
H -1.734 0.647 -3.351
H -3.052 0.770 -2.206
H -2.916 -0.640 -3.303
H -1.519 -2.334 -2.949
H -0.504 -2.615 -1.569
H 0.046 -1.563 -2.906
H 1.046 -2.144 1.588
H 0.168 -1.902 0.079
H 1.866 -3.200 -1.138
H 2.946 -3.186 0.266
H 0.864 -4.369 1.471
H 0.358 -4.690 -0.204
H 1.450 -6.633 1.921
H 0.718 -7.008 0.344
H 2.403 -7.494 0.681
H 2.179 -1.142 -2.046
H 2.853 0.833 -1.228
H 5.093 1.625 1.297
H 4.726 0.049 1.004
H 2.662 -0.553 3.658
C -0.708 2.283 -6.597
Cl 0.126 1.407 -7.873
Cl -2.299 1.592 -6.283
Cl 0.287 2.326 -5.125
H -0.845 3.306 -6.919
C -6.377 1.220 -4.661
Cl -5.403 0.452 -5.922
Cl -7.910 0.389 -4.467
Cl -5.490 1.271 -3.129
H -6.579 2.240 -4.961
C -3.600 5.664 -4.376
Cl -4.436 4.177 -3.926
Cl -2.094 5.827 -3.468
Cl -3.302 5.727 -6.112
H -4.235 6.502 -4.122
C 4.174 -7.493 4.212
Cl 2.867 -6.365 4.597
Cl 4.739 -8.308 5.663
Cl 3.670 -8.655 2.986
H 4.995 -6.918 3.805
```

Summary:
Orbital gap (eV): 8.9
E_LUMO (eV): -3.033
Net charge: +1

=====

# 2
The following is a quantum chemistry calculation of the ion C4H9O2 with charge -1 at a distorted geometry, from the Open Molecules 2025 dataset.

XYZ file:
```
15
C4H9O2 | the Open Molecules 2025 dataset | ωB97M-V/def2-TZVPD
C -0.745 -1.782 -0.589
C -0.484 -0.480 0.205
O -0.243 -0.719 1.517
C 0.753 0.278 -0.368
C 0.587 1.713 0.102
O 0.119 1.759 1.449
H 0.191 -2.311 -0.734
H -1.399 -2.419 0.010
H -1.241 -1.487 -1.523
H -1.328 0.227 -0.015
H 1.542 -0.219 0.187
H 0.886 0.193 -1.454
H -0.200 2.144 -0.522
H 1.510 2.309 0.013
H 0.051 0.793 1.721
```

Summary:
Orbital gap (eV): 7.5
SMILES string: C[C@@H]([O-])CCO
E_LUMO (eV): 4.495
Net charge: -1
Relative energy (zero: lowest compared OMol25 entry of this formula, charge and spin) (kcal per mole): 39.1

=====

# 3
The following is a quantum chemistry calculation of the ion C6H8N with charge +1 at a distorted geometry, from the Open Molecules 2025 dataset.

XYZ file:
```
15
C6H8N | the Open Molecules 2025 dataset | ωB97M-V/def2-TZVPD
C -2.044 0.460 -0.298
C -1.295 1.595 -0.592
C -3.027 -0.047 0.800
C -2.988 -0.674 -0.335
C -0.596 0.255 -0.621
C 1.920 0.661 0.134
N 0.562 -0.041 0.386
H -3.496 0.506 1.555
H -3.390 -1.494 -0.930
H -0.285 -0.266 -1.428
H 2.527 0.600 1.043
H 2.397 0.150 -0.714
H 2.051 1.626 -0.214
H 0.193 0.190 1.308
H 0.826 -1.105 0.498
```

Summary:
Orbital gap (eV): 8.2
E_LUMO (eV): -4.704
Net charge: +1
Relative energy (zero: lowest compared OMol25 entry of this formula, charge and spin) (kcal per mole): 208.8

=====

# 4
The following is a quantum chemistry calculation of a cluster of 2 separate species, C10H13NO in total at a distorted geometry, from the Open Molecules 2025 dataset.

XYZ file:
```
25
C10H13NO | the Open Molecules 2025 dataset | ωB97M-V/def2-TZVPD
C -1.152 -2.098 -1.918
C -0.839 -0.861 -1.193
C -0.249 0.305 -1.590
N 0.005 1.126 -0.504
C -0.673 0.646 0.592
C -0.794 1.108 1.912
C -1.373 0.254 2.836
C -1.869 -1.013 2.457
C -1.678 -1.501 1.175
C -1.131 -0.634 0.205
H -0.490 -2.971 -1.840
H -1.190 -1.821 -2.988
H -2.193 -2.457 -1.940
H 0.062 0.550 -2.592
H 0.159 2.087 -0.772
H -0.393 2.029 2.261
H -1.393 0.589 3.877
H -2.397 -1.583 3.194
H -1.944 -2.506 0.882
C 3.403 1.251 -0.420
O 2.561 2.063 -1.181
H 4.321 0.865 -0.928
H 2.763 0.527 0.131
H 3.713 1.855 0.442
H 2.770 2.189 -2.101
```

Summary:
Orbital gap (eV): 8.4
SMILES string: Cc1c[nH]c2ccccc12.CO
E_LUMO (eV): 0.709
Relative energy (zero: lowest compared OMol25 entry of this formula, charge and spin) (kcal per mole): 21.3

=====

# 5
The following is a quantum chemistry calculation of an isolated molecule of C3H5NOS2 at a distorted geometry, from the Open Molecules 2025 dataset.

XYZ file:
```
12
C3H5NOS2 | the Open Molecules 2025 dataset | ωB97M-V/def2-TZVPD
O 1.612 -1.165 1.126
N 2.157 -0.439 0.036
C 1.658 0.637 -0.386
S 0.096 1.450 -0.046
C -0.871 -0.026 0.159
C -2.209 0.477 -0.451
S -3.296 0.891 0.648
H 2.176 -2.074 0.949
H 2.309 0.942 -1.231
H -1.025 -0.392 1.151
H -0.381 -0.756 -0.449
H -2.224 0.455 -1.507
```

Summary:
Orbital gap (eV): 8.4
SMILES string: O/N=C\SCC=S
E_LUMO (eV): -0.475
Relative energy (zero: lowest compared OMol25 entry of this formula, charge and spin) (kcal per mole): 86.3

=====

# 6
The following is a quantum chemistry calculation of a structure of composition C5H6O2 at a distorted geometry, from the Open Molecules 2025 dataset.

XYZ file:
```
13
C5H6O2 | the Open Molecules 2025 dataset | ωB97M-V/def2-TZVPD
C -1.382 -1.282 -0.015
C -0.550 -0.272 0.731
O 1.185 -0.759 0.171
C 1.877 0.119 -0.397
O 2.954 0.205 -0.931
C -0.647 1.062 0.394
C 0.109 1.889 -0.170
H -1.390 -1.048 -1.081
H -2.431 -1.319 0.323
H -0.922 -2.251 0.148
H -0.450 -0.447 1.802
H 1.290 1.243 -0.435
H 0.358 2.861 -0.540
```

Summary:
Orbital gap (alpha / beta) (eV): 9.1 / 9.1
E_LUMO (alpha / beta) (eV): 0.014 / 0.014
Relative energy (zero: lowest compared OMol25 entry of this formula, charge and spin) (kcal per mole): 96.3

=====

Question: What is the formula in the third record?
Answer: C6H8N